Formula: C19H51NO6P2S2
Source: the Open Molecules 2025 dataset
Level of theory: ωB97M-V with the def2-TZVPD basis set

Structure (ORCA input):
```
! RIJCOSX wB97M-V def2-TZVPD def2/J DEFGRID3
* xyz 0 1
S -5.97273 -4.73148 1.63624
C -4.68364 -5.77844 1.42944
N -3.75110 -6.52902 0.93709
P -3.46144 -6.09949 -0.78531
P -3.18932 -3.92678 -0.82242
S -1.40479 -3.35464 -1.37731
H -2.25111 -6.73564 -1.20775
H -3.35955 -3.48164 0.54533
H -4.21957 -3.33802 -1.65890
C 0.81791 0.60112 -3.36061
C 0.54946 -0.04697 -2.01105
C 0.77430 0.93317 -0.87137
O 1.41048 -1.17181 -1.84632
H 1.85695 0.93921 -3.43157
H 0.66333 -0.11834 -4.16957
H 0.16009 1.45876 -3.52468
H -0.47912 -0.41743 -1.97932
H 1.81240 1.28349 -0.85529
H 0.58907 0.45125 0.09059
H 0.11598 1.79910 -0.96047
H 2.32339 -0.85569 -1.87326
C -1.16757 -3.51832 -5.86660
C -1.75072 -4.81893 -5.33784
C -2.04137 -5.79513 -6.46719
O -2.95607 -4.54340 -4.62707
H -1.87062 -3.02214 -6.54397
H -0.97469 -2.82279 -5.04530
H -0.23168 -3.69450 -6.40311
H -1.05251 -5.27332 -4.62968
H -2.77441 -5.37768 -7.16524
H -2.47064 -6.72062 -6.07374
H -1.13168 -6.03952 -7.02166
H -3.58134 -4.14075 -5.24418
C -1.96424 -0.18491 2.07595
C -1.68746 1.30517 2.20998
C -2.89082 2.04354 2.77514
O -1.35866 1.84222 0.93039
H -2.79978 -0.36655 1.39182
H -1.09552 -0.70154 1.65803
H -2.20346 -0.63077 3.04507
H -0.82197 1.46125 2.86046
H -3.75876 1.93853 2.11538
H -2.68228 3.11384 2.85509
H -3.15735 1.66411 3.76537
H -2.11796 1.70902 0.34720
C 2.98695 -0.80017 1.74523
C 3.74165 0.15659 2.65455
C 3.38638 -0.07076 4.11543
O 3.42679 1.50067 2.29348
H 1.90563 -0.65511 1.83576
H 3.24324 -0.61737 0.69825
H 3.22057 -1.84032 1.98605
H 4.81849 0.02514 2.51366
H 2.31879 0.10022 4.28861
H 3.92715 0.63143 4.75572
H 3.63175 -1.08912 4.42765
H 2.47609 1.62703 2.41442
C -5.05713 7.21134 2.86857
C -4.70044 5.73309 2.87823
C -5.67280 4.93463 3.73249
O -3.37781 5.56761 3.38491
H -5.01207 7.63032 3.87904
H -4.34390 7.77424 2.26063
H -6.06154 7.37261 2.46859
H -4.70717 5.34684 1.85521
H -5.64897 5.27505 4.77279
H -5.39782 3.87633 3.73957
H -6.69568 5.02781 3.35842
H -3.36046 5.90632 4.28988
C 8.15110 1.35274 0.88142
C 7.78227 0.38834 -0.23512
C 7.40325 1.13235 -1.50608
O 6.68794 -0.42449 0.18280
H 7.30558 2.00167 1.13181
H 8.41002 0.80511 1.79162
H 9.00004 1.97999 0.59710
H 8.62437 -0.27927 -0.43725
H 6.53205 1.77373 -1.33778
H 7.12958 0.42775 -2.29608
H 8.22978 1.75302 -1.86180
H 5.93689 0.15712 0.36442
*
```

Calculated values
E_LUMO in eV: -1.07
E_tot in eV: -74550.8635
Structure (SMILES): S=C=NP[PH2]=S.CC(C)O.CC(C)O.CC(C)O.CC(C)O.CC(C)O.CC(C)O